w | Molecular formula: C3H5NO2S
Method: DFT, ωB97M-V/def2-TZVPD

Bonds (Å) are listed after each position.
Geometry (Å):
1 C 0.515 1.266 1.143  O5 1.172, O6 1.266
2 C -0.865 -0.313 -0.567  C3 1.557, N4 1.411, H8 1.101, H9 1.098
3 C -0.486 -0.829 0.852  C2 1.557, O6 1.432, H10 1.090, H11 1.096
4 N 0.127 0.509 -1.145  C2 1.411, S7 1.670
5 O 1.072 2.259 1.420  C1 1.172
6 O -0.009 0.243 1.673  C1 1.266, C3 1.432
7 S 1.531 -0.246 -1.642  N4 1.670, H12 1.339
8 H -1.082 -1.213 -1.162  C2 1.101
9 H -1.777 0.293 -0.485  C2 1.098
10 H -1.347 -1.260 1.362  C3 1.090
11 H 0.320 -1.569 0.784  C3 1.096
12 H 2.001 0.860 -2.233  S7 1.339

Orbital gap (spin up / spin down) (eV): 7.329 / 8.095
HOMO energy (spin up / spin down) (eV): -7.43 / -7.86
LUMO (spin up / spin down) (eV): -0.103 / 0.236

For each atom in turn, the Löwdin charge in e is: atom 1 (C): -0.302, atom 2 (C): -0.373, atom 3 (C): -0.139, atom 4 (N): -0.460, atom 5 (O): 0.183, atom 6 (O): 0.059, atom 7 (S): 0.695, atom 8 (H): 0.112, atom 9 (H): 0.117, atom 10 (H): 0.128, atom 11 (H): 0.118, atom 12 (H): -0.137



x | Molecular formula: C3H5NO2S
Method: DFT, ωB97M-V/def2-TZVPD

Bonds (Å) are listed after each position.
Geometry (Å):
1 C -2.744 1.195 1.623  N4 1.146, H10 1.072
2 C 2.359 -0.569 -0.160  C3 1.361, H8 1.091, H9 1.101
3 C 2.125 0.493 -0.978  C2 1.361, H11 1.049, H12 1.026
4 N -2.550 1.315 0.500  C1 1.146
5 O -0.884 -1.466 0.462  S7 1.416
6 O -2.676 -1.154 -1.091  S7 1.404
7 S -1.457 -0.688 -0.572  O5 1.416, O6 1.404
8 H 1.517 -1.263 -0.194  C2 1.091
9 H 3.281 -0.868 0.363  C2 1.101
10 H -2.930 1.122 2.675  C1 1.072
11 H 1.203 0.600 -1.466  C3 1.049
12 H 2.756 1.282 -1.162  C3 1.026

Orbital gap (eV): 9.587
HOMO energy (eV): -9.99
LUMO (eV): -0.399

For each atom in turn, the Löwdin charge in e is: atom 1 (C): -0.019, atom 2 (C): -0.045, atom 3 (C): -0.057, atom 4 (N): 0.019, atom 5 (O): -0.419, atom 6 (O): -0.406, atom 7 (S): 0.775, atom 8 (H): 0.008, atom 9 (H): 0.055, atom 10 (H): 0.076, atom 11 (H): 0.003, atom 12 (H): 0.009



y | Molecular formula: C3H5NO2S
Method: DFT, ωB97M-V/def2-TZVPD

Bonds (Å) are listed after each position.
Geometry (Å):
1 C -0.110 -0.045 -0.611  C2 1.465, C3 1.503, S7 1.854, H8 1.091
2 C 0.137 -1.489 -0.617  C1 1.465, S7 1.649, H9 1.068
3 C 0.643 0.847 -1.559  C1 1.503, H10 1.088, H11 1.091, H12 1.086
4 N -1.208 0.048 2.576  O5 1.197, O6 1.360
5 O -1.328 0.484 3.684  N4 1.197
6 O 0.084 -0.245 2.269  N4 1.360, S7 1.869
7 S 0.899 -0.870 0.707  C1 1.854, C2 1.649, O6 1.869
8 H -1.056 0.369 -0.261  C1 1.091
9 H -0.513 -2.321 -0.776  C2 1.068
10 H 1.098 1.690 -1.044  C3 1.088
11 H -0.059 1.248 -2.291  C3 1.091
12 H 1.413 0.283 -2.077  C3 1.086

Orbital gap (eV): 9.248
HOMO energy (eV): -9.33
LUMO (eV): -0.085

For each atom in turn, the Löwdin charge in e is: atom 1 (C): -0.496, atom 2 (C): -0.347, atom 3 (C): -0.109, atom 4 (N): -0.154, atom 5 (O): -0.003, atom 6 (O): -0.429, atom 7 (S): 1.135, atom 8 (H): 0.106, atom 9 (H): 0.060, atom 10 (H): 0.077, atom 11 (H): 0.082, atom 12 (H): 0.078



z | Molecular formula: C3H5NO2S
Method: DFT, ωB97M-V/def2-TZVPD

Bonds (Å) are listed after each position.
Geometry (Å):
1 C -0.486 -1.184 -0.359  N2 1.413, H8 1.126, H9 1.013, H10 1.106
2 N 0.324 -0.043 -0.164  C1 1.413, C3 1.358, O5 1.379
3 C 1.666 0.116 -0.289  N2 1.358, S4 1.633, H11 1.127
4 S 2.784 -1.047 -0.543  C3 1.633
5 O -0.475 1.071 -0.313  N2 1.379, C6 1.350
6 C -1.126 1.358 0.834  O5 1.350, O7 1.221, H12 1.147
7 O -0.749 0.961 1.926  C6 1.221
8 H 0.187 -2.048 -0.623  C1 1.126
9 H -1.002 -1.406 0.483  C1 1.013
10 H -1.127 -1.177 -1.260  C1 1.106
11 H 1.892 1.220 -0.271  C3 1.127
12 H -1.887 2.178 0.580  C6 1.147

Orbital gap (eV): 9.274
HOMO energy (eV): -8.78
SMILES: CN(C=S)OC=O
LUMO (eV): 0.493

For each atom in turn, the Löwdin charge in e is: atom 1 (C): -0.044, atom 2 (N): -0.243, atom 3 (C): -0.661, atom 4 (S): 0.620, atom 5 (O): -0.006, atom 6 (C): -0.287, atom 7 (O): 0.085, atom 8 (H): 0.089, atom 9 (H): 0.058, atom 10 (H): 0.116, atom 11 (H): 0.102, atom 12 (H): 0.170



Most stable structure, least stable structure: z, y.



w | Molecular formula: C3H5NO2S
Method: DFT, ωB97M-V/def2-TZVPD

Bonds (Å) are listed after each position.
Geometry (Å):
1 C 0.067 -0.363 -1.099  N4 1.220, S7 1.667
2 C 1.163 0.299 0.938  C3 1.581, S7 1.887, H8 1.152, H9 0.985
3 C -0.343 0.723 0.704  C2 1.581, N4 1.452, O6 1.402, H10 1.144
4 N -0.822 0.306 -0.602  C1 1.220, C3 1.452
5 O -0.158 -1.226 -2.842  H11 0.921
6 O -1.077 -0.019 1.640  C3 1.402, H12 0.927
7 S 1.584 -0.784 -0.549  C1 1.667, C2 1.887
8 H 2.004 1.081 0.861  C2 1.152
9 H 1.152 -0.275 1.739  C2 0.985
10 H -0.537 1.843 0.577  C3 1.144
11 H -1.042 -1.480 -2.878  O5 0.921
12 H -1.991 -0.106 1.511  O6 0.927

Orbital gap (eV): 10.155
HOMO energy (eV): -9.75
LUMO (eV): 0.401

For each atom in turn, the Löwdin charge in e is: atom 1 (C): -0.539, atom 2 (C): -0.276, atom 3 (C): -0.428, atom 4 (N): 0.076, atom 5 (O): -0.164, atom 6 (O): 0.017, atom 7 (S): 0.997, atom 8 (H): 0.109, atom 9 (H): 0.009, atom 10 (H): 0.165, atom 11 (H): -0.044, atom 12 (H): 0.078



x | Molecular formula: C3H5NO2S
Method: DFT, ωB97M-V/def2-TZVPD

Bonds (Å) are listed after each position.
Geometry (Å):
1 O 2.528 -0.996 0.601  C2 1.213
2 C 1.933 -0.080 0.073  O1 1.213, O3 1.372, N4 1.341
3 O 2.455 1.188 0.017  C2 1.372, H8 1.029
4 N 0.840 -0.246 -0.686  C2 1.341, C5 1.260
5 C -0.418 -0.171 -0.707  N4 1.260, C6 1.478, H9 1.059
6 C -1.361 -0.243 0.429  C5 1.478, S7 1.751, H10 1.073, H11 1.067
7 S -3.072 0.010 0.151  C6 1.751, H12 1.412
8 H 3.304 1.152 0.596  O3 1.029
9 H -0.830 -0.280 -1.676  C5 1.059
10 H -1.315 -1.294 0.640  C6 1.073
11 H -1.019 -0.037 1.419  C6 1.067
12 H -3.043 0.997 -0.858  S7 1.412

Orbital gap (eV): 10.001
HOMO energy (eV): -9.67
SMILES: O=C(O)/N=C\CS
LUMO (eV): 0.328

For each atom in turn, the Löwdin charge in e is: atom 1 (O): 0.075, atom 2 (C): -0.622, atom 3 (O): 0.067, atom 4 (N): 0.174, atom 5 (C): -0.155, atom 6 (C): -0.599, atom 7 (S): 0.720, atom 8 (H): 0.168, atom 9 (H): 0.107, atom 10 (H): 0.075, atom 11 (H): 0.079, atom 12 (H): -0.090



y | Molecular formula: C3H5NO2S
Method: DFT, ωB97M-V/def2-TZVPD

Bonds (Å) are listed after each position.
Geometry (Å):
1 C -2.722 -0.918 0.359  O2 1.433, H8 1.083, H9 1.082, H10 1.140
2 O -1.785 -0.411 -0.599  C1 1.433, N3 1.408
3 N -1.314 0.790 -0.033  O2 1.408, C4 1.411, H11 1.007
4 C 0.093 0.829 0.065  N3 1.411, O5 1.201, C6 1.486
5 O 0.640 1.894 0.150  C4 1.201
6 C 0.821 -0.466 0.061  C4 1.486, S7 1.644, H12 1.107
7 S 2.447 -0.698 -0.020  C6 1.644
8 H -3.479 -0.162 0.523  C1 1.083
9 H -2.966 -1.869 -0.094  C1 1.082
10 H -2.102 -1.137 1.291  C1 1.140
11 H -1.532 1.600 -0.591  N3 1.007
12 H 0.131 -1.332 0.105  C6 1.107

Orbital gap (eV): 7.752
HOMO energy (eV): -9.22
SMILES: CONC(=O)C=S
LUMO (eV): -1.466

For each atom in turn, the Löwdin charge in e is: atom 1 (C): -0.072, atom 2 (O): -0.213, atom 3 (N): 0.037, atom 4 (C): -0.533, atom 5 (O): 0.085, atom 6 (C): -0.536, atom 7 (S): 0.751, atom 8 (H): 0.085, atom 9 (H): 0.087, atom 10 (H): 0.106, atom 11 (H): 0.146, atom 12 (H): 0.056



z | Molecular formula: C3H5NO2S
Method: DFT, ωB97M-V/def2-TZVPD

Bonds (Å) are listed after each position.
Geometry (Å):
1 C -0.298 -1.752 1.420  N4 1.302, S7 1.645
2 C -0.460 -0.266 -0.284  C3 1.632, N4 1.392, H8 1.194, H9 1.178
3 C 1.083 0.109 0.095  C2 1.632, O6 1.384, H10 1.055, H11 1.249
4 N -0.996 -0.790 0.889  C1 1.302, C2 1.392, H12 1.083
5 O 0.622 -3.529 2.975  S7 1.430
6 O 1.564 -0.848 0.971  C3 1.384
7 S -0.596 -3.016 2.430  C1 1.645, O5 1.430
8 H -1.179 0.577 -0.728  C2 1.194
9 H -0.441 -1.088 -1.127  C2 1.178
10 H 1.737 0.201 -0.728  C3 1.055
11 H 1.237 1.189 0.702  C3 1.249
12 H -1.470 -0.056 1.528  N4 1.083

Orbital gap (spin up / spin down) (eV): 8.025 / 8.026
HOMO energy (spin up / spin down) (eV): -8.99 / -8.99
LUMO (spin up / spin down) (eV): -0.964 / -0.963

For each atom in turn, the Löwdin charge in e is: atom 1 (C): -0.342, atom 2 (C): -0.191, atom 3 (C): -0.311, atom 4 (N): -0.111, atom 5 (O): -0.538, atom 6 (O): -0.177, atom 7 (S): 0.940, atom 8 (H): 0.152, atom 9 (H): 0.152, atom 10 (H): 0.074, atom 11 (H): 0.148, atom 12 (H): 0.204



Most stable structure, least stable structure: x, z.